DFT (ωB97M-V/def2-TZVPD) results for a cluster of 4 separate species, C29H32ClF24N3O5S2 in total.

XYZ file:
```
96
Properties=species:S:1:pos:R:3
C -4.95 -1.18 -2.23
O -4.59 -2.53 -1.94
C -3.94 -3.21 -3.00
C -2.42 -3.25 -2.76
C -1.95 -4.24 -1.68
C -1.42 -3.60 -0.39
C -0.10 -2.83 -0.56
S 1.15 -3.29 0.66
C 2.26 -1.91 0.57
S 1.80 -0.38 0.33
N 3.64 -2.16 0.74
C 4.34 -1.82 1.87
C 5.60 -2.18 1.60
N 5.71 -2.74 0.35
C 4.52 -2.71 -0.13
N -1.93 -1.89 -2.75
C -1.20 -1.39 -3.78
O -0.62 -0.32 -3.86
C -1.22 -2.50 -4.85
C -1.79 -2.17 -6.22
C -1.75 -3.76 -4.11
Cl -2.74 -4.90 -5.09
H -4.41 -0.52 -1.54
H -4.70 -0.86 -3.24
H -6.01 -1.06 -2.00
H -4.16 -2.80 -3.99
H -4.33 -4.23 -3.00
H -1.23 -4.97 -2.03
H -2.83 -4.82 -1.39
H -1.26 -4.42 0.32
H -2.19 -2.97 0.07
H 0.29 -2.99 -1.58
H -0.31 -1.76 -0.52
H 3.98 -1.36 2.77
H 6.45 -2.04 2.25
H 4.17 -3.03 -1.10
H -2.18 -1.28 -1.98
H -0.15 -2.71 -4.98
H -2.82 -1.82 -6.19
H -1.77 -3.05 -6.87
H -1.17 -1.43 -6.72
H -0.84 -4.33 -3.98
F 3.39 0.88 6.87
C 3.23 1.00 5.55
F 2.45 -0.04 5.15
C 4.56 0.94 4.79
F 5.15 -0.27 4.94
F 4.25 1.06 3.47
C 5.60 2.05 5.09
O 6.66 1.75 5.99
C 6.50 1.90 7.36
F 5.36 2.54 7.65
F 7.51 2.70 7.78
C 6.63 0.57 8.10
F 5.72 -0.32 7.66
F 6.42 0.76 9.42
H 2.70 1.93 5.33
H 6.11 2.21 4.14
H 5.12 3.00 5.32
H 7.62 0.14 7.95
F 4.62 4.36 -2.32
C 3.51 3.85 -1.78
F 2.67 4.89 -1.54
C 3.78 3.12 -0.46
F 4.23 3.98 0.48
F 2.58 2.66 -0.02
C 4.72 1.89 -0.51
O 6.08 2.06 -0.13
C 7.03 2.49 -1.04
F 6.54 2.48 -2.30
F 8.03 1.58 -1.02
C 7.63 3.85 -0.66
F 6.68 4.80 -0.57
F 8.51 4.24 -1.61
H 3.03 3.18 -2.50
H 4.33 1.21 0.25
H 4.63 1.34 -1.45
H 8.15 3.78 0.30
F -9.13 1.07 -2.66
C -9.10 2.41 -2.73
F -8.16 2.74 -3.64
C -8.76 3.07 -1.39
F -7.51 2.74 -1.01
F -8.76 4.41 -1.61
C -9.72 2.83 -0.21
O -9.39 1.83 0.75
C -9.73 0.50 0.55
F -10.57 0.37 -0.49
F -10.41 0.11 1.65
C -8.49 -0.39 0.43
F -7.70 0.00 -0.59
F -8.87 -1.67 0.18
H -10.07 2.77 -3.10
H -9.69 3.75 0.37
H -10.76 2.74 -0.54
H -7.90 -0.37 1.35
```

electronic energy: -144711.394 eV
SMILES: COC[C@]1(CCCSC(=S)n2ccnc2)NC(=O)[C@H](C)[C@@H]1Cl.FC(F)C(F)(F)COC(F)(F)C(F)F.FC(F)C(F)(F)COC(F)(F)C(F)F.FC(F)C(F)(F)COC(F)(F)C(F)F
HOMO-LUMO gap: 8.16 eV
LUMO: -0.95 eV

DFT (ωB97M-V/def2-TZVPD) results for the molecule C3H4N2.

XYZ file:
```
9
Properties=species:S:1:pos:R:3
C 1.11 -0.58 0.05
C 0.76 0.75 -0.07
N -0.68 0.75 -0.07
C -1.03 -0.55 0.11
N -0.01 -1.36 0.20
H 2.03 -1.15 -0.08
H 1.31 1.67 0.09
H -1.45 1.37 -0.35
H -2.05 -0.88 0.12
```

relative energy (zero: lowest compared OMol25 entry of this formula, charge and spin): 10.44 kcal per mole
electronic energy: -6155.448 eV
SMILES: c1c[nH]cn1
HOMO-LUMO gap: 9.89 eV
LUMO: 0.94 eV

DFT (ωB97M-V/def2-TZVPD) results for the ion C3H3NO2 with charge -2.

XYZ file:
```
9
Properties=species:S:1:pos:R:3
O 0.19 2.57 -1.93
N 0.09 2.55 -0.64
O 0.03 3.70 0.08
C -0.05 1.42 -0.02
C 0.36 0.45 1.19
C 0.32 0.00 -0.36
H -0.67 -0.10 1.46
H 1.13 -0.26 -1.07
H -0.47 -0.62 -0.46
```

relative energy (zero: lowest compared OMol25 entry of this formula, charge and spin): 44.92 kcal per mole
electronic energy: -8734.999 eV
SMILES: [O-]N([O-])C1=CC1
HOMO-LUMO gap: 5.46 eV
net charge: -2
LUMO: 7.82 eV

DFT (ωB97M-V/def2-TZVPD) results for a cluster of 16 separate species, C4H39NO15 in total.

XYZ file:
```
59
Properties=species:S:1:pos:R:3
C -1.27 -0.90 -0.66
C 0.00 -1.23 0.22
C 0.32 -2.53 0.75
C -0.50 -3.52 1.14
N 1.69 -2.72 1.09
H -1.08 -0.75 -1.69
H -2.14 -1.64 -0.48
H -1.86 0.06 -0.45
H 0.77 -0.69 -0.30
H -0.07 -0.63 1.23
H -1.52 -3.64 0.99
H -0.22 -4.41 1.63
H 2.11 -2.01 1.53
H 1.97 -3.63 1.48
H -1.62 1.70 -2.66
H -2.16 0.49 -3.36
O -2.51 1.42 -2.97
H 3.63 1.03 1.53
H 4.85 0.15 1.35
O 3.90 0.06 1.49
H -1.68 -3.22 -2.71
H -3.16 -3.18 -2.52
O -2.48 -2.85 -3.12
H 1.70 -0.23 -3.78
H 1.82 -0.79 -2.34
O 1.20 -0.38 -2.90
H 2.80 -0.73 -0.73
H 2.80 -2.30 -0.87
O 2.90 -1.41 -1.30
H -1.57 1.57 2.33
H -1.05 2.38 1.17
O -0.76 1.92 2.03
H 1.82 3.35 -0.62
H 3.32 3.74 -0.79
O 2.62 3.60 -0.09
H -1.13 -2.61 3.45
H -0.53 -1.31 3.72
O -1.37 -1.63 3.43
H -2.40 3.12 -0.25
H -1.85 4.47 0.41
O -1.56 3.59 0.09
H -1.84 -1.57 -3.86
H -0.51 -0.68 -3.63
O -1.32 -0.69 -4.05
H 0.85 2.60 -2.34
H 1.52 1.22 -2.46
O 1.67 2.17 -2.23
H 1.61 0.20 4.69
H 1.92 -0.83 3.50
O 1.75 -0.73 4.49
H 1.16 1.83 1.37
H 2.42 2.73 1.36
O 2.09 1.93 1.71
H -4.06 1.90 -0.55
H -3.06 1.39 -1.56
O -3.16 1.61 -0.53
H -3.11 0.02 1.22
H -2.27 -0.31 2.43
O -3.15 0.07 2.22
```

relative energy (zero: lowest compared OMol25 entry of this formula, charge and spin): 99.52 kcal per mole
electronic energy: -36982.141 eV
HOMO-LUMO gap: 8.72 eV
LUMO: 0.03 eV

Which of these has the highest HOMO-LUMO gap? C3H4N2

What is the electronic energy in the third record? -8734.999 eV

Which formula does entry 2 have? C3H4N2